A molecular structure, C24H18BaBrN5O9S. Source: OMol25; level of theory: ωB97M-V/def2-TZVPD.

The calculation puts the energy relative to the best compared isomer or geometry (same formula, charge and spin) at 0.0 kcal per mole. As for the LUMO energy: 3.501 eV.

```
! RIJCOSX wB97M-V def2-TZVPD def2/J DEFGRID3
* xyz -2 1
Ba 1.31793 -1.21630 -0.03986
O -2.58546 0.41328 -2.63659
C -1.42729 0.06313 -2.28765
N -1.02688 -1.04938 -1.71309
C -2.10100 -1.97172 -1.38730
C -2.52765 -1.72461 0.03400
C -3.71967 -1.07262 0.34374
C -4.00398 -0.79679 1.66924
C -3.08797 -1.16580 2.64751
C -1.92246 -1.80125 2.24480
N -1.64986 -2.08351 0.97435
C -0.28558 0.99051 -2.64537
C -0.44902 1.88445 -3.70025
C 0.63885 2.63847 -4.10696
C 1.84276 2.50577 -3.43310
C 1.90838 1.62596 -2.36114
N 0.86496 0.88989 -1.97626
H -1.71942 -2.99512 -1.44973
H -2.96246 -1.86416 -2.05693
H -4.36903 -0.75719 -0.46205
H -4.91865 -0.27924 1.93757
H -3.25658 -0.95286 3.69549
H -1.15770 -2.08165 2.96249
H -1.41460 1.93024 -4.18359
H 0.55135 3.32107 -4.94675
H 2.72574 3.05554 -3.73347
H 2.83296 1.45127 -1.82211
O -2.21635 3.05100 1.61985
C -1.41536 1.96400 1.42537
O -1.53088 1.26545 0.46330
C -0.44612 1.75282 2.54509
C -0.23596 2.71505 3.51728
C 0.66617 2.42068 4.53212
C 1.26722 1.17845 4.55222
C 0.98125 0.26870 3.53492
N 0.16195 0.56888 2.53158
C 1.57187 -1.15538 3.59144
O 2.09622 -1.45855 4.66991
O 1.41103 -1.83840 2.55137
H -2.80165 3.05490 0.84822
H -0.75478 3.66101 3.46572
H 0.87894 3.15124 5.30411
H 1.94608 0.86131 5.33088
O 5.49071 -1.62407 -1.06806
S 4.14347 -1.16043 -1.35784
O 4.03532 -0.45842 -2.64232
O 3.64473 -0.23137 -0.26173
O 3.16174 -2.31469 -1.33374
Br 2.55907 6.97241 -2.26306
C 1.80367 5.56482 -1.23615
C 2.56991 4.92507 -0.28301
C 1.96560 3.89788 0.43005
N 0.71253 3.50676 0.23004
C 0.01137 4.11437 -0.71650
C 0.50452 5.16675 -1.47631
H 3.60020 5.19644 -0.10453
H 2.52476 3.35660 1.18572
H -0.98607 3.72852 -0.90229
H -0.09613 5.62359 -2.24896
*
```

A molecular structure, C24H18FeN5O7S. Source: OMol25; level of theory: ωB97M-V/def2-TZVPD.

The calculation puts the energy relative to the best compared isomer or geometry (same formula, charge and spin) at 17.5 kcal per mole. As for the LUMO energy (spin up / spin down): -3.248 / -2.554 eV.

```
! RIJCOSX wB97M-V def2-TZVPD def2/J DEFGRID3
* xyz 0 2
Fe -0.46771 0.14328 -0.03855
O -1.61566 1.80117 -3.47360
C -1.47251 1.26463 -2.39312
O -0.41424 1.29251 -1.64093
C -2.60093 0.44014 -1.78349
C -3.87040 0.21650 -2.28759
C -4.74223 -0.56545 -1.53503
C -4.35145 -1.08415 -0.30301
C -3.06346 -0.82736 0.12847
N -2.24575 -0.10682 -0.62906
C -2.37070 -1.29433 1.40877
O -2.91266 -2.10039 2.14287
O -1.19426 -0.77241 1.55949
H -4.14990 0.63537 -3.24527
H -5.73264 -0.77786 -1.91842
H -5.01055 -1.68597 0.30700
C 1.81800 -5.65894 2.19368
C 0.60370 -4.98684 2.21364
C 0.55445 -3.63239 1.91772
C 1.74082 -2.96130 1.63422
C 2.96475 -3.62491 1.61624
C 2.99429 -4.98060 1.89198
N 1.60441 -1.58728 1.31063
N 2.58705 -0.87749 1.55681
C 2.41641 0.50661 1.22629
C 3.48289 1.30581 1.60297
C 3.41680 2.67082 1.39103
C 2.27878 3.18582 0.80152
C 1.26586 2.31607 0.43755
N 1.31225 0.99281 0.64173
H 1.85127 -6.71902 2.40978
H -0.30897 -5.51394 2.45815
H -0.37346 -3.07432 1.94861
H 3.86661 -3.07818 1.37625
H 3.93546 -5.51419 1.86986
H 4.33557 0.83067 2.06591
H 4.23574 3.31523 1.68140
H 2.16591 4.24240 0.60586
H 0.38601 2.68175 -0.07490
N 0.23167 -1.39737 -1.11212
C -0.59277 -1.91960 -2.14120
C -1.55303 -2.86997 -1.81120
C -2.50366 -3.22514 -2.74221
C -2.47429 -2.63774 -4.00241
C -1.46701 -1.75645 -4.36372
C -0.51763 -1.39717 -3.42555
S -3.78617 -2.97451 -5.11944
O -3.47798 -4.17692 -5.88953
O -3.91520 -1.83104 -6.00209
O -4.97725 -3.19824 -4.31701
H 0.42382 -2.07055 -0.37613
H 1.09396 -0.99967 -1.46758
H -1.58940 -3.27944 -0.80758
H -3.29443 -3.91654 -2.48412
H -1.46430 -1.30313 -5.34540
H 0.23021 -0.65326 -3.66880
*
```

A molecular structure, C24H18MnN13. Source: OMol25; level of theory: ωB97M-V/def2-TZVPD.

The calculation puts the energy relative to the best compared isomer or geometry (same formula, charge and spin) at 0.3 kcal per mole. As for the LUMO energy (spin up / spin down): -4.988 / -5.341 eV.

```
! RIJCOSX wB97M-V def2-TZVPD def2/J DEFGRID3
* xyz 1 4
Mn 0.26807 0.00153 -0.05393
N -1.71410 2.71369 -0.54468
C -1.92880 1.92552 0.54349
N -2.87434 2.06933 1.44420
N -2.67956 1.08499 2.33209
N -1.67139 0.36180 2.02103
N -1.15114 0.86350 0.86322
C -0.61653 2.55080 -1.33634
N -0.24384 3.33302 -2.32159
N 0.90495 2.81160 -2.77708
N 1.24256 1.76659 -2.12398
N 0.28981 1.55447 -1.16975
H -2.36240 3.45689 -0.75181
C 4.51001 3.37054 1.71386
C 3.28791 3.61718 1.10457
C 2.34474 2.61157 1.01110
C 2.62288 1.35485 1.54888
C 3.84987 1.11059 2.17774
C 4.78989 2.11707 2.25007
N 1.63340 0.34978 1.46361
N 1.65831 -0.48907 2.39073
C 0.72495 -1.50885 2.31135
C 0.53774 -2.30166 3.42994
C -0.42597 -3.29459 3.38465
C -1.12131 -3.48730 2.20300
C -0.86867 -2.65573 1.12402
N 0.01975 -1.66745 1.16993
H 5.24986 4.15795 1.76853
H 3.07243 4.59822 0.70448
H 1.38025 2.80735 0.56535
H 4.04732 0.13028 2.58834
H 5.74341 1.93097 2.72451
H 1.13345 -2.10094 4.30848
H -0.63052 -3.90534 4.25298
H -1.85865 -4.26963 2.09940
H -1.40598 -2.78391 0.19513
C 3.78177 -0.89064 -2.39062
C 3.22476 -1.48140 -3.51613
C 1.86871 -1.75125 -3.53320
C 1.09129 -1.42686 -2.43058
N 1.64234 -0.85003 -1.34300
C 2.95439 -0.58804 -1.33408
C -0.36611 -1.58957 -2.36830
C -1.09623 -2.36274 -3.26673
C -2.47780 -2.40460 -3.18036
C -3.12966 -1.67289 -2.19735
C -2.40378 -0.92272 -1.28038
C -1.02158 -0.88399 -1.35204
H 4.83135 -0.64279 -2.34033
H 3.83498 -1.72092 -4.37648
H 1.40362 -2.17830 -4.40853
H 3.35556 -0.10897 -0.45048
H -0.58973 -2.93760 -4.03030
H -3.04754 -3.00375 -3.87732
H -4.20957 -1.68431 -2.13381
H -2.94715 -0.38584 -0.51061
*
```

A single C24H18N2O7 molecule. Source: OMol25; level of theory: ωB97M-V/def2-TZVPD.

As for the LUMO energy: 0.431 eV. The SMILES is O=C(c1ccco1)N(Cc1ccc2c(c1)OCO2)Cc1cc2cc3c(cc2[nH]c1=O)OCO3.

```
! RIJCOSX wB97M-V def2-TZVPD def2/J DEFGRID3
* xyz 0 1
O -0.11300 -2.22664 -1.44436
C 0.66861 -1.95870 -0.53836
C 1.30431 -3.07740 0.18291
C 0.95917 -4.39991 0.04360
C 1.83876 -5.13308 0.86585
C 2.66113 -4.21270 1.44226
O 2.34886 -2.97417 1.04037
N 0.94203 -0.67665 -0.20847
C 1.79542 -0.19166 0.85449
C 3.13106 0.28326 0.32843
C 3.85570 -0.49908 -0.55778
C 5.08810 -0.09242 -1.06222
C 5.56420 1.12446 -0.64048
C 4.83904 1.92029 0.24732
C 3.62018 1.52604 0.74040
O 5.53507 3.07507 0.49346
C 6.71959 2.98269 -0.26696
O 6.73294 1.76031 -0.97199
C 0.31764 0.35907 -1.02166
C -1.06999 0.67665 -0.52953
C -2.16546 0.06608 -1.03925
C -3.48014 0.34959 -0.56834
C -4.61803 -0.28729 -1.10388
C -5.83466 0.06101 -0.59562
C -5.96432 1.01930 0.42625
C -4.88009 1.65295 0.96869
C -3.61890 1.30622 0.45705
N -2.49011 1.89510 0.95320
C -1.19509 1.64062 0.55351
O -0.26866 2.21367 1.10743
O -7.28086 1.17155 0.73770
C -7.99055 0.29019 -0.10924
O -7.07950 -0.39791 -0.93497
H 0.17092 -4.77470 -0.57519
H 1.85979 -6.19397 1.00656
H 3.47862 -4.30993 2.12958
H 1.28415 0.64590 1.33775
H 1.94662 -0.97587 1.59603
H 3.45484 -1.44950 -0.87332
H 5.64691 -0.70206 -1.75196
H 3.05902 2.15347 1.41262
H 6.76596 3.82074 -0.98138
H 7.59329 3.03105 0.40322
H 0.94529 1.25021 -0.96728
H 0.26225 -0.00578 -2.04990
H -2.04481 -0.67124 -1.81910
H -4.51622 -1.02162 -1.88422
H -4.98790 2.38434 1.75214
H -2.58970 2.57462 1.69875
H -8.55504 -0.43099 0.50271
H -8.69335 0.86669 -0.73146
*
```